{"formula": "C22H37ClIrNO2P3", "method": "the ωB97M-V functional and the def2-TZVPD basis", "symbols": ["P", "C", "H", "H", "H", "C", "H", "H", "H", "C", "H", "H", "H", "P", "C", "H", "H", "H", "C", "H", "H", "H", "C", "H", "H", "H", "P", "C", "H", "H", "H", "C", "H", "H", "H", "C", "H", "H", "H", "Ir", "C", "O", "C", "O", "C", "C", "C", "C", "C", "C", "H", "H", "H", "H", "H", "H", "Cl", "C", "C", "C", "C", "N", "C", "H", "H", "H", "H"], "xyz": [[-2.15150, 3.05950, -2.98382], [-3.30156, 2.04576, -3.96786], [-3.89022, 2.73580, -4.58790], [-3.93592, 1.46932, -3.28712], [-2.72095, 1.33387, -4.56736], [-2.86903, 4.71844, -3.05607], [-2.23178, 5.39489, -2.48010], [-3.85333, 4.68624, -2.58273], [-2.90218, 4.98954, -4.10933], [-0.76797, 3.20158, -4.17185], [-1.04676, 3.97994, -4.89075], [-0.61228, 2.23816, -4.66430], [0.15678, 3.47363, -3.65341], [3.75570, -2.45745, -1.01461], [3.08596, -4.02549, -1.66717], [3.87881, -4.78581, -1.69335], [2.67741, -3.83096, -2.66754], [2.27640, -4.33421, -0.99512], [5.19477, -2.28490, -2.11821], [5.83453, -1.49506, -1.71795], [4.82505, -1.94220, -3.08881], [5.73373, -3.24154, -2.19713], [4.60496, -3.13369, 0.46390], [5.30575, -3.92929, 0.17657], [3.83293, -3.51453, 1.14804], [5.12993, -2.31022, 0.96761], [-1.04993, -1.71004, 3.82935], [-2.20114, -3.02898, 3.73004], [-2.56200, -3.24627, 4.74279], [-1.71424, -3.91977, 3.30544], [-3.04556, -2.73018, 3.08973], [0.16480, -1.59128, 5.12405], [-0.25732, -1.18693, 6.05306], [1.00633, -0.93794, 4.84136], [0.56931, -2.59179, 5.33191], [-1.86141, -0.08926, 3.70616], [-1.95392, 0.34398, 4.71457], [-2.87578, -0.16635, 3.27401], [-1.30480, 0.66866, 3.12857], [0.98738, 1.39649, 0.57605], [0.36993, -0.04060, -0.58649], [0.36017, -0.87703, -1.40185], [-0.04332, -1.81243, 2.27582], [0.67639, -1.98042, 1.37616], [2.44232, 1.79417, 2.00994], [1.39284, 2.69686, 2.19846], [0.90699, 3.42174, 1.12192], [1.47731, 3.28517, -0.13527], [2.54127, 2.37874, -0.31719], [3.03608, 1.62991, 0.76409], [2.76753, 1.21096, 2.86824], [0.94642, 2.83465, 3.17749], [0.08273, 4.09860, 1.32193], [1.05460, 3.80711, -0.99152], [2.93649, 2.14341, -1.29659], [3.76612, 0.84722, 0.58515], [-3.71014, -3.59028, -1.12664], [-3.32429, -1.98195, -0.69198], [-4.28952, -0.96786, -0.68468], [-3.87238, 0.32201, -0.36650], [-2.52790, 0.56135, -0.07911], [-1.63807, -0.42660, 0.00200], [-1.99752, -1.66360, -0.39317], [-5.30692, -1.22358, -0.91907], [-4.57798, 1.14784, -0.33880], [-2.13854, 1.57810, 0.05743], [-1.24157, -2.44513, -0.47047]], "homo_lumo_gap_ev": [7.049, 5.351], "homo_ha": [-0.652, -0.706], "multiplicity": 6, "e_tot_ev": -72180.6217, "s_squared": 8.764, "largest_force_ev_per_a": 7.98, "charge": 4}